Entry 1:
111
Properties=species:S:1:pos:R:3:mulliken_charge:R:1 method="wB97M-V/def2-TZVPD" e_homo_ha=-0.4641 charge=+2 lumo_ha=-0.188 e_above_lowest_kcal_mol=45.1 gap_ha=0.2758
In -0.450 0.273 0.371 1.695
C 1.983 -0.720 -4.641 -0.744
C 1.212 -1.153 -3.575 -0.021
N 0.240 -0.412 -3.059 0.267
C 0.021 0.781 -3.608 0.136
C 0.884 1.262 -4.598 -0.306
N 1.848 0.514 -5.119 -0.601
C -1.213 1.525 -3.201 0.446
C -1.761 2.472 -4.058 -1.031
C -2.974 3.074 -3.745 0.733
C -3.596 2.676 -2.571 -0.623
C -2.977 1.737 -1.757 -0.165
N -1.801 1.180 -2.052 -0.021
C -3.641 1.291 -0.495 0.519
C -4.484 2.135 0.223 -0.294
N -5.092 1.750 1.342 -0.616
C -4.883 0.500 1.733 -0.659
C -4.030 -0.341 1.034 -0.259
N -3.391 0.050 -0.062 -0.356
C -3.596 4.077 -4.649 0.254
C -4.974 4.131 -4.820 -0.473
C -5.505 5.086 -5.674 -0.463
N -4.763 5.965 -6.346 -0.570
C -3.443 5.908 -6.179 -0.412
C -2.817 4.989 -5.350 -0.652
H 2.722 -1.355 -5.116 0.444
H 1.379 -2.124 -3.116 0.165
H 0.814 2.277 -4.970 0.495
H -1.288 2.694 -5.005 0.839
H -4.557 3.091 -2.296 0.623
H -4.674 3.152 -0.102 0.462
H -5.392 0.169 2.631 0.451
H -3.857 -1.359 1.366 0.476
H -5.628 3.424 -4.325 0.469
H -6.577 5.146 -5.829 0.384
H -2.859 6.634 -6.733 0.375
H -1.739 5.009 -5.240 0.447
N 3.795 -0.546 3.626 -0.077
C 2.783 -0.121 2.818 -0.243
S 1.423 -1.295 2.657 -0.175
N 2.892 1.024 2.255 -1.069
N 1.803 1.510 1.555 0.720
C 2.078 2.580 0.927 -0.760
C 1.038 3.355 0.221 0.805
C 1.417 4.447 -0.544 -0.907
C 0.436 5.231 -1.131 -0.666
C -0.892 4.914 -0.906 -1.030
C -1.181 3.802 -0.126 -0.176
N -0.249 3.018 0.412 0.135
H 3.585 -1.277 4.283 0.262
H 4.456 0.155 3.927 0.280
H 3.091 2.979 0.933 0.370
H 2.467 4.685 -0.666 0.501
H 0.704 6.090 -1.733 0.483
H -1.691 5.518 -1.314 0.516
H -2.207 3.535 0.091 0.620
C -3.014 1.260 5.833 -1.074
N -2.444 1.315 4.486 0.308
C -2.452 2.609 3.805 -0.961
C -2.009 0.220 3.843 0.187
C -2.043 -1.090 4.590 -1.110
O -1.619 0.271 2.666 -0.472
H -3.281 2.269 6.132 0.414
H -2.299 0.873 6.558 0.312
H -3.916 0.647 5.867 0.338
H -2.057 3.370 4.476 0.474
H -3.466 2.888 3.510 0.396
H -1.828 2.552 2.920 0.076
H -3.075 -1.437 4.692 0.366
H -1.623 -1.006 5.592 0.459
H -1.479 -1.822 4.021 -0.152
C 4.500 -4.047 3.454 -0.963
Si 3.213 -4.689 2.288 0.489
C 3.950 -5.848 1.035 -1.046
C 1.777 -5.400 3.212 -0.897
Sb 2.289 -2.704 0.842 -0.307
Si 4.271 -1.439 -0.398 0.594
C 4.733 -2.800 -1.572 -1.137
C 5.602 -1.073 0.825 -0.834
C 3.652 0.105 -1.222 -0.420
Si -0.011 -3.700 -0.083 0.621
C -0.943 -3.694 1.529 -0.097
C 0.655 -5.349 -0.617 -1.209
C -1.021 -2.965 -1.441 -0.597
H 5.011 -4.909 3.897 0.420
H 4.057 -3.475 4.271 0.213
H 5.251 -3.432 2.959 0.211
H 4.060 -6.845 1.475 0.430
H 4.946 -5.510 0.735 0.333
H 3.338 -5.950 0.136 0.317
H 2.149 -6.184 3.879 0.440
H 1.034 -5.850 2.548 0.284
H 1.284 -4.644 3.828 0.240
H 5.148 -3.659 -1.036 0.287
H 5.501 -2.441 -2.267 0.454
H 3.882 -3.147 -2.167 0.318
H 5.722 -1.854 1.575 0.083
H 5.396 -0.130 1.331 0.278
H 6.550 -0.975 0.283 0.439
H 3.828 0.062 -2.299 0.480
H 4.204 0.956 -0.815 0.456
H 2.588 0.279 -1.057 -0.367
H -0.299 -3.561 2.399 -0.230
H -1.484 -4.639 1.651 0.594
H -1.671 -2.878 1.522 -0.266
H 1.007 -5.952 0.224 0.309
H 1.475 -5.238 -1.332 0.364
H -0.144 -5.906 -1.120 0.482
H -1.167 -1.888 -1.392 -0.143
H -2.003 -3.446 -1.343 0.457
H -0.614 -3.213 -2.423 0.358



Entry 2:
101
Properties=species:S:1:pos:R:3:mulliken_charge:R:1 method="wB97M-V/def2-TZVPD" multiplicity=2 e_homo_ha="-0.3565 / -0.3572" s_squared=0.751 charge=+1 lumo_ha="-0.102 / -0.102" gap_ha="0.2545 / 0.2554"
Yb -0.333 -0.086 -0.023 -1.824
C 2.159 -1.055 -2.534 -1.757
C 2.043 0.404 -2.990 0.683
C 1.161 0.500 -4.236 -1.603
P 1.294 1.386 -1.601 0.952
C 1.305 3.180 -2.088 0.530
C 2.493 3.590 -2.950 -1.465
C 1.233 4.018 -0.807 -1.208
C 2.568 1.229 -0.300 -0.442
C 3.942 1.238 -0.557 -0.286
C 4.868 1.021 0.449 0.497
C 6.346 1.114 0.193 -1.727
C 4.387 0.714 1.726 -0.797
C 3.037 0.708 2.002 -0.431
C 2.098 1.019 1.009 0.085
N 0.720 1.173 1.297 1.306
C 0.359 2.132 2.252 0.606
C 1.301 3.029 2.792 -0.578
C 0.978 3.970 3.748 -0.967
C -0.323 4.107 4.214 0.269
C -0.689 5.135 5.251 -1.689
C -1.273 3.277 3.645 -0.914
C -0.979 2.302 2.680 0.664
P -2.523 1.490 2.123 -0.223
C -2.127 -0.364 2.251 2.910
C -3.404 -1.185 2.060 -1.470
C -1.543 -0.568 3.649 -1.660
C -2.514 1.901 0.273 3.364
C -3.795 1.407 -0.398 -1.738
C -2.403 3.420 0.134 -1.749
H 2.678 -1.653 -3.284 0.659
H 1.163 -1.491 -2.407 0.211
H 2.707 -1.151 -1.596 0.266
H 3.035 0.800 -3.213 0.665
H 0.149 0.157 -4.010 0.190
H 1.569 -0.131 -5.027 0.482
H 1.099 1.520 -4.617 0.376
H 0.380 3.322 -2.656 0.629
H 3.431 3.452 -2.411 0.244
H 2.404 4.650 -3.194 0.468
H 2.538 3.036 -3.887 0.369
H 2.204 4.034 -0.311 0.253
H 0.505 3.619 -0.099 -0.175
H 0.952 5.045 -1.042 0.585
H 4.301 1.420 -1.563 0.136
H 6.566 1.187 -0.870 0.368
H 6.866 0.245 0.599 0.385
H 6.755 2.000 0.684 0.322
H 5.094 0.488 2.516 0.441
H 2.683 0.492 3.002 0.640
H 2.320 2.990 2.439 0.319
H 1.759 4.615 4.135 0.410
H 0.136 5.300 5.942 0.402
H -1.562 4.819 5.821 0.394
H -0.924 6.091 4.779 0.291
H -2.309 3.386 3.951 0.361
H -1.382 -0.736 1.527 -1.153
H -4.225 -0.733 2.620 0.500
H -3.265 -2.204 2.426 0.342
H -3.698 -1.245 1.011 0.192
H -1.470 -1.630 3.877 0.354
H -2.197 -0.102 4.389 0.519
H -0.554 -0.121 3.740 0.190
H -1.637 1.473 -0.251 -1.417
H -4.659 1.787 0.148 0.471
H -3.859 0.321 -0.431 0.273
H -3.849 1.775 -1.424 0.375
H -3.300 3.890 0.538 0.455
H -2.314 3.700 -0.918 0.355
H -1.542 3.812 0.673 0.400
C 0.507 -4.789 -3.542 -0.990
C -0.984 -4.660 -3.248 -0.676
N -1.406 -3.259 -3.198 0.366
C -1.850 -2.663 -4.457 -0.384
C -3.349 -2.846 -4.670 -1.211
C -1.418 -2.606 -2.039 0.444
S -1.884 -0.933 -1.997 -0.350
N -1.147 -3.295 -0.932 -0.060
C -0.529 -2.950 0.161 -0.288
O 0.335 -1.987 0.233 -0.422
C -0.824 -3.752 1.369 0.639
C -1.883 -4.663 1.377 -0.412
C -2.194 -5.356 2.532 -0.695
C -1.446 -5.154 3.687 -0.451
C -0.382 -4.264 3.679 -0.677
C -0.073 -3.561 2.527 -0.232
H 0.787 -5.841 -3.575 0.418
H 1.089 -4.301 -2.759 0.169
H 0.761 -4.336 -4.501 0.310
H -1.211 -5.117 -2.288 0.342
H -1.570 -5.156 -4.021 0.464
H -1.290 -3.144 -5.259 0.516
H -1.604 -1.604 -4.454 -0.002
H -3.625 -3.900 -4.619 0.335
H -3.631 -2.465 -5.651 0.440
H -3.908 -2.301 -3.911 0.269
H -2.454 -4.805 0.471 0.458
H -3.018 -6.057 2.531 0.425
H -1.695 -5.692 4.593 0.436
H 0.205 -4.116 4.576 0.442
H 0.757 -2.865 2.516 0.492



| no. | E (eV) |
| --- | --- |
| 1 | -104907.7118 |
| 2 | -107757.6166 |